Record 1
Entry from the OMol25 dataset: an isolated molecule of C5H11NO2 (ωB97M-V/def2-TZVPD).

- SMILES: C[C@@H](CC=O)NCO

Element x y z (Å)
1 C 1.395057 -0.688646 -0.955322
2 C 0.281138 -0.310243 -0.001242
3 C 0.730098 -0.466569 1.475169
4 C -0.335843 -1.073210 2.358791
5 O -0.437151 -0.868602 3.537771
6 N -0.242103 1.028883 -0.227459
7 C -1.455751 1.196959 -0.937574
8 O -1.430414 0.802126 -2.326146
9 H 1.098200 -0.640019 -2.002228
10 H 2.248777 -0.016403 -0.867522
11 H 1.720967 -1.702823 -0.729697
12 H -0.572593 -0.970272 -0.148412
13 H 0.933573 0.503996 1.923620
14 H 1.627796 -1.079530 1.533346
15 H -1.070804 -1.746331 1.855954
16 H 0.473362 1.735111 -0.278377
17 H -2.205805 0.544008 -0.508493
18 H -1.735912 2.245182 -0.865218
19 H -1.022593 1.506384 -2.836962

Cartesian forces (eV/Å) of the 3 atoms listed first:
C 0.127 -0.181 -0.302
C -0.078 0.436 0.416
C -0.463 0.203 -0.249

Record 2
Entry from the OMol25 dataset: an isolated molecule of C2H2N4O (ωB97M-V/def2-TZVPD).

- SMILES: O=c1cn[nH]nn1

Element x y z (Å)
1 C 1.127004 -0.365997 -0.045394
2 C 0.573183 0.926146 0.055749
3 H 1.302569 1.798278 -0.142818
4 H -2.521655 -0.075883 -0.112699
5 N -0.669247 0.996158 -0.105119
6 N -1.424187 -0.170393 0.279641
7 N -0.970980 -1.231720 0.069146
8 N 0.206111 -1.435501 -0.172125
9 O 2.377198 -0.441087 0.173623

Cartesian forces (eV/Å) of the 3 atoms listed first:
C 4.640 -1.111 2.939
C 1.155 1.507 -2.225
H -1.599 -1.112 0.435

Record 3
Entry from the OMol25 dataset: a cluster of 3 separate species, C2H5FSi in total (ωB97M-V/def2-TZVPD).

Element x y z (Å)
1 C 0.125095 -1.119467 0.941791
2 C -0.737303 -0.156147 0.422096
3 F -1.622777 2.165324 -0.337831
4 Si -0.040017 1.588131 0.130221
5 H -0.054813 -2.106596 1.250593
6 H 1.072380 -0.718156 1.373961
7 H -1.753677 -0.510626 0.039086
8 H 1.726181 0.096202 -2.400813
9 H 1.284931 0.761334 -1.419104

Cartesian forces (eV/Å) of the 3 atoms listed first:
C -0.458 4.228 0.226
C 0.777 -2.765 0.067
F 2.335 -0.297 0.480

Record 4
Entry from the OMol25 dataset: a cluster of 2 separate species, C27H20FNO2S in total (ωB97M-V/def2-TZVPD).

Element x y z (Å)
1 C -5.149187 0.013458 -1.896197
2 C -5.422192 -0.661565 -0.698313
3 C -4.389918 -1.299756 -0.001140
4 C -3.082018 -1.266649 -0.491363
5 S -1.763435 -2.201811 0.329616
6 C -0.749042 -1.096365 1.223452
7 C 0.053007 -1.491854 2.336865
8 C 0.462445 -0.480084 3.260466
9 C 1.311685 -0.742601 4.317925
10 C 1.811161 -2.042156 4.517399
11 C 2.759837 -2.345416 5.561721
12 N 3.554731 -2.618872 6.384872
13 C 1.343319 -3.076579 3.691117
14 C 0.473769 -2.830792 2.642176
15 O -2.447888 -3.101447 1.229127
16 O -1.039541 -2.714071 -0.817134
17 C -2.818470 -0.604886 -1.693731
18 C -3.839864 0.032885 -2.398337
19 H -5.944426 0.524417 -2.436459
20 H -6.437693 -0.687447 -0.298557
21 H -4.599244 -1.825644 0.925771
22 H -1.013326 -0.052562 1.042200
23 H 0.039562 0.514697 3.106351
24 H 1.610847 0.041782 5.014614
25 H 1.662755 -4.100789 3.884649
26 H 0.103999 -3.664166 2.053136
27 H -1.802798 -0.590030 -2.079867
28 H -3.618085 0.549096 -3.334297
29 F -1.783994 2.972127 -3.552940
30 C -0.852719 1.949704 -3.538995
31 C -0.859091 1.043441 -4.589267
32 C 0.139129 0.049257 -4.600379
33 C 1.047432 -0.049797 -3.558348
34 C 1.012930 0.835262 -2.433854
35 C 1.904446 0.581582 -1.354477
36 C 2.501407 1.498045 -0.447779
37 C 3.756328 1.125910 0.140840
38 C 4.346470 1.876524 1.159791
39 C 3.700627 3.027280 1.646183
40 C 2.526437 3.471084 1.019384
41 C 1.961468 2.743617 -0.032296
42 C 0.041836 1.883656 -2.477548
43 H -1.582656 1.158972 -5.396610
44 H 0.170307 -0.659952 -5.434189
45 H 1.823297 -0.823779 -3.577249
46 H 2.312214 -0.426881 -1.331772
47 H 4.258384 0.237893 -0.228599
48 H 5.302145 1.572615 1.592824
49 H 4.136328 3.616693 2.460038
50 H 2.042007 4.394053 1.350358
51 H 1.080409 3.146078 -0.516852
52 H -0.055132 2.595822 -1.674327

Cartesian forces (eV/Å) of the 3 atoms listed first:
C 0.336 -0.238 0.251
C 0.295 0.116 -0.233
C 0.084 0.117 0.019

Record 5
Entry from the OMol25 dataset: an isolated molecule of C5H8O (ωB97M-V/def2-TZVPD).

Element x y z (Å)
1 C -0.351686 0.269050 -1.219484
2 C 0.900274 0.724654 -0.433328
3 C 0.697356 0.231084 0.987638
4 O -0.681399 -0.277920 1.096100
5 C 0.721523 -1.227596 1.243270
6 C -1.227333 -0.502858 -0.225459
7 H -0.087236 -0.363838 -2.069769
8 H -0.891642 1.135866 -1.611559
9 H 1.814017 0.286689 -0.843599
10 H 1.000815 1.814078 -0.458173
11 H 0.860022 0.977567 1.770131
12 H 0.705602 -1.346084 2.341407
13 H -1.202500 -1.579504 -0.390860
14 H -2.257814 -0.141188 -0.186314

Cartesian forces (eV/Å) of the 3 atoms listed first:
C -0.041 -0.036 -0.069
C 0.052 0.024 0.058
C 0.091 0.077 -0.091

Record 6
Entry from the OMol25 dataset: a cluster of 2 separate species, C3H5ClFN in total (ωB97M-V/def2-TZVPD).

- SMILES: C=C=NF.CCl

Element x y z (Å)
1 C -1.358920 1.208354 -2.073007
2 C -1.962239 0.308093 -1.350359
3 C 0.812451 -1.805830 0.605452
4 N -2.440873 -0.703898 -0.893442
5 F -2.265810 -0.970920 0.517404
6 Cl 1.090388 -0.361283 -0.418889
7 H -1.835503 2.027218 -2.418250
8 H -0.322511 0.822200 -2.462984
9 H 1.730370 -2.123415 1.045535
10 H -0.217139 -1.639224 1.058522
11 H 0.523170 -2.593876 -0.008456

Cartesian forces (eV/Å) of the 3 atoms listed first:
C 2.988 -3.807 0.012
C 1.090 1.186 0.185
C -2.264 1.044 -0.277

Q: Which relative energy (zero: lowest compared OMol25 entry of this formula, charge and spin) values were calculated for the entries above? A: 35.55, 73.01, 93.44, 45.01, 99.81, 81.95, in kcal per mole.
Q: Which frontier orbital gap values were calculated for the entries above? A: 10.0, 8.9, 7.9, 3.0, 9.1, 10.4, in eV.